An isolated ion of composition C12H26N3 and charge +1, computed with the ωB97M-V functional and the def2-TZVPD basis.

Results
net charge	+1
structure (SMILES)	CC(C)/C=[NH+]/[C@H](C(C)C)N1N[C@H]1C(C)C
multiplicity	1

Atoms and positions in Å:
C 0.78 0.01 0.61
C 0.95 1.71 -1.19
C -1.41 -0.43 1.47
C 2.29 -2.03 0.28
C 3.24 0.15 1.18
C -0.46 1.43 -3.14
C 1.01 3.49 -2.89
C -3.73 -0.93 2.41
C -2.24 -2.77 1.29
C 1.99 -0.80 1.12
C 0.89 1.96 -2.73
C -2.30 -1.45 2.11
N 0.99 0.50 -0.72
N -0.44 -0.87 0.52
N -1.50 0.06 0.09
H 0.44 0.85 1.32
H 0.81 2.35 -0.32
H -0.96 0.30 2.16
H 3.40 -2.17 0.43
H 2.01 -1.74 -0.75
H 1.63 -2.85 0.51
H 4.05 -0.25 1.78
H 2.95 1.25 1.43
H 3.77 0.23 0.23
H -0.80 0.43 -2.82
H -0.71 1.65 -4.19
H -1.34 1.90 -2.50
H 1.88 3.96 -2.39
H 0.31 4.04 -2.19
H 1.03 3.72 -3.93
H -3.93 -0.12 3.17
H -4.33 -1.76 2.70
H -4.08 -0.60 1.43
H -1.24 -2.96 0.83
H -3.13 -2.88 0.57
H -2.29 -3.53 2.04
H 1.56 -1.02 2.14
H 1.68 1.29 -3.07
H -1.80 -1.59 3.12
H 1.16 -0.09 -1.52
H -2.15 -0.44 -0.60

A 2-piece molecular cluster, C12H26N3O3 overall, computed with the ωB97M-V functional and the def2-TZVPD basis.

Results
net charge	+1
multiplicity	1

Atoms and positions in Å:
C -3.67 -2.16 1.71
C -3.10 -0.76 1.48
C -1.81 -0.54 2.27
C -0.64 -1.36 1.69
N -1.37 0.87 2.37
C -1.30 1.76 1.37
N -0.16 2.49 1.21
C -0.04 3.07 -0.16
C -0.54 2.05 -1.16
C -2.05 1.94 -0.95
N -2.31 2.04 0.52
H -2.93 -2.85 2.11
H -4.04 -2.56 0.77
H -4.51 -2.12 2.40
H -2.86 -0.65 0.42
H -3.82 0.01 1.75
H -1.99 -0.89 3.28
H -0.42 -2.25 2.28
H 0.25 -0.73 1.70
H -0.84 -1.65 0.66
H -0.99 1.16 3.25
H 0.65 1.93 1.45
H 0.99 3.37 -0.32
H -0.63 3.98 -0.23
H -0.05 1.09 -1.02
H -0.31 2.37 -2.18
H -2.47 1.03 -1.36
H -2.52 2.79 -1.44
H -3.18 1.64 0.82
C 2.86 -2.66 -3.31
C 2.03 -1.41 -3.07
O 2.00 -1.04 -1.68
C 3.10 -0.45 -1.22
O 4.07 -0.16 -1.86
O 2.92 -0.21 0.08
C 4.06 0.38 0.73
H 2.50 -3.48 -2.68
H 2.79 -2.96 -4.35
H 3.90 -2.49 -3.07
H 0.99 -1.59 -3.34
H 2.39 -0.57 -3.67
H 4.39 1.28 0.21
H 4.88 -0.34 0.77
H 3.75 0.63 1.74

An isolated molecule of C12H26N6O3, computed with the ωB97M-V functional and the def2-TZVPD basis.

Results
structure (SMILES)	[H]/N=C(\N)NCCC[C@H](NC(=O)[C@@H](N)CCCCN)C(=O)O
multiplicity	1

Atoms and positions in Å:
C -0.55 -1.48 1.81
C 0.50 -1.65 0.77
C -1.80 -1.55 0.96
C -1.84 -0.62 -0.33
C -3.24 -0.05 -0.48
C -4.28 -1.20 -0.48
C 2.66 -0.97 -0.32
C 3.41 -2.37 -0.45
C 3.61 0.18 -0.10
C 2.99 1.56 -0.06
C 1.92 1.72 -1.22
C 0.25 3.09 -0.08
H 0.43 -0.24 3.20
H -0.25 0.59 1.89
H -0.57 -2.29 2.56
H -2.64 -1.28 1.60
H -2.03 -2.56 0.72
H -1.14 0.20 -0.33
H -1.68 -1.03 -1.28
H -3.33 0.48 -1.45
H -3.54 0.64 0.25
H -4.14 -1.89 0.38
H -5.30 -0.89 -0.50
H -4.14 -1.58 -2.60
H -4.75 -2.80 -1.71
H 1.60 -0.10 1.37
H 2.05 -0.95 -1.23
H 4.08 -0.04 0.81
H 4.52 0.11 -0.83
H 2.43 1.74 0.88
H 3.69 2.40 -0.13
H 1.33 0.82 -1.33
H 2.39 1.82 -2.27
H 1.59 3.69 -1.54
H -0.91 2.33 1.35
H 0.42 5.15 -0.02
H -0.95 4.44 0.81
H 1.72 -3.17 -0.67
N -0.38 -0.18 2.56
N -3.99 -2.08 -1.68
N 1.64 -0.96 0.83
N 1.11 2.88 -1.15
N -0.18 2.11 0.71
N -0.28 4.40 0.02
O 0.36 -2.53 -0.10
O 4.56 -2.60 -0.21
O 2.67 -3.30 -0.94

Taking the records one at a time from the top gives calculated total energy values of -17325.845; -23473.224; -27948.941 eV.
Taking the records one at a time from the top gives orbital gap values of 9.3186; 10.4137; 9.5087 eV.
Taking the records one at a time from the top gives LUMO values of -3.96; -2.98; 0.30 eV.